No. 1
{
  "formula": "C3HF3N2O3",
  "method": "wB97M-V/def2-TZVPD",
  "elements": ["C", "C", "C", "N", "N", "O", "O", "O", "F", "F", "F", "H"],
  "coordinates": [[0.2014, -2.0320, -0.8771], [0.1954, 0.5073, -0.0412], [-1.2023, 0.9119, -0.2516], [0.1737, -3.0832, -0.4602], [0.6904, -0.0074, 1.1044], [-0.0294, -0.3992, 2.0267], [1.9324, -0.2224, 1.1145], [1.1214, 0.8524, -0.9312], [-1.6516, 1.7801, 0.6538], [-1.4186, 1.3669, -1.5160], [-2.0709, -0.1288, -0.1749], [2.0579, 0.4545, -0.6473]],
  "forces_ev_per_a": [[-0.236, 3.895, -0.828], [2.512, 0.206, -4.082], [-3.949, -0.501, -1.245], [-0.002, -3.361, 1.155], [2.286, -3.297, 4.096], [-0.161, 1.150, -1.200], [-1.032, 0.789, -0.267], [0.262, -0.385, 0.984], [0.795, 0.428, -0.289], [1.064, 0.383, 1.203], [0.951, -0.115, 0.405], [-2.489, 0.808, 0.068]],
  "total_energy_ev": -20393.99807,
  "charge": 0,
  "lumo_energy_ev": [-3.5, -4.6],
  "multiplicity": 1,
  "homo_lumo_gap_ha": [0.3225, 0.2285],
  "e_above_lowest_ev": 3.932,
  "homo_energy_ha": [-0.4524, -0.3957]
}

---

No. 2
{
  "formula": "C5H9NO",
  "method": "wB97M-V/def2-TZVPD",
  "elements": ["C", "C", "C", "C", "C", "H", "H", "H", "H", "H", "H", "N", "O", "H", "H", "H"],
  "coordinates": [[1.5890, -0.3056, 0.6981], [0.4314, 0.2413, -0.0961], [0.5999, 1.1048, -1.1164], [-0.9244, 0.5130, 0.8242], [-1.0894, 0.8572, 1.9890], [2.4343, -0.5003, 0.0386], [1.8950, 0.4066, 1.4686], [1.3128, -1.2359, 1.1996], [-0.2331, 1.5868, -1.6090], [1.5819, 1.3196, -1.5131], [-1.2114, 1.0360, 3.0249], [-1.1271, -1.5777, -1.2983], [-2.2540, -1.0911, -0.8379], [-1.8580, -0.1296, 0.1160], [-0.8986, -1.1271, -2.2056], [-0.2482, -1.0979, -0.6824]],
  "forces_ev_per_a": [[-0.192, -0.406, 0.026], [-0.883, 2.614, 1.056], [-0.208, -0.555, 0.265], [1.753, -1.200, -1.194], [0.050, -0.323, -0.373], [-0.006, 0.003, 0.001], [-0.100, -0.014, -0.086], [0.086, 0.044, -0.049], [-0.097, 0.022, 0.119], [0.135, -0.156, -0.021], [-0.245, 0.258, 0.226], [3.504, 0.420, 0.397], [-0.798, 2.133, 2.346], [-0.649, -1.035, -1.566], [-0.246, -0.034, 0.234], [-2.104, -1.771, -1.381]],
  "total_energy_ev": -8860.33272,
  "charge": 0,
  "lumo_energy_ev": [-0.7, -0.4],
  "multiplicity": 1,
  "homo_lumo_gap_ha": [0.2482, 0.2734],
  "e_above_lowest_ev": 8.880,
  "homo_energy_ha": [-0.2738, -0.2894]
}

---

No. 3
{
  "formula": "C35H46F32N3O5",
  "method": "wB97M-V/def2-TZVPD",
  "elements": ["C", "C", "C", "C", "C", "C", "C", "N", "C", "C", "C", "C", "N", "C", "C", "C", "C", "N", "O", "H", "H", "H", "H", "H", "H", "H", "H", "H", "H", "H", "H", "H", "H", "H", "H", "H", "H", "H", "H", "H", "H", "H", "H", "H", "H", "H", "H", "H", "H", "C", "C", "C", "F", "F", "F", "F", "O", "C", "C", "F", "F", "F", "F", "H", "H", "H", "H", "C", "C", "C", "F", "F", "F", "F", "O", "C", "C", "F", "F", "F", "F", "H", "H", "H", "H", "C", "C", "C", "F", "F", "F", "F", "O", "C", "C", "F", "F", "F", "F", "H", "H", "H", "H", "C", "C", "C", "F", "F", "F", "F", "O", "C", "C", "F", "F", "F", "F", "H", "H", "H", "H"],
  "coordinates": [[-3.3348, 4.3886, 2.9474], [-2.3429, 3.2244, 3.1737], [-1.8114, 3.3379, 4.6058], [-1.1447, 3.2685, 2.1929], [-1.2901, 2.6055, 0.7974], [-1.7835, 3.6948, -0.2130], [-1.7815, 3.2611, -1.6507], [-2.8196, 2.8199, -2.2091], [0.0842, 2.1062, 0.2594], [1.1458, 1.6236, 1.2696], [0.7087, 0.5699, 2.3127], [1.2856, -0.8380, 2.0835], [0.3571, -1.7154, 1.3460], [-2.2733, 1.4106, 0.7751], [-3.4855, 1.4339, 1.7242], [-4.6501, 2.2838, 1.1881], [-4.0080, 0.0074, 1.8925], [-3.0348, 1.9081, 3.0612], [-2.5709, 0.9921, 3.8191], [-4.3471, 4.0978, 3.2300], [-3.0512, 5.2300, 3.5861], [-3.3396, 4.7569, 1.9241], [-2.6053, 3.1229, 5.3241], [-1.4354, 4.3508, 4.7679], [-1.0001, 2.6327, 4.7890], [-0.2929, 2.8520, 2.7234], [-0.9122, 4.3310, 2.0381], [-1.1157, 4.5604, -0.1239], [-2.7914, 4.0237, 0.0350], [-0.8381, 3.3611, -2.1971], [-2.6244, 2.5804, -3.1787], [0.5614, 2.8734, -0.3634], [-0.1338, 1.2753, -0.4257], [1.5602, 2.4975, 1.7839], [1.9780, 1.2193, 0.6813], [1.0283, 0.9086, 3.3065], [-0.3726, 0.4739, 2.3658], [1.5236, -1.2795, 3.0550], [2.2383, -0.7604, 1.5442], [0.8006, -2.1160, 0.5336], [0.0581, -2.4849, 1.9266], [-1.7261, 0.4860, 0.9755], [-2.6655, 1.3091, -0.2432], [-4.4040, 3.3261, 1.0271], [-5.4876, 2.2469, 1.8920], [-4.9694, 1.8746, 0.2287], [-4.5686, -0.2661, 0.9940], [-4.6955, -0.0400, 2.7409], [-3.2030, -0.7034, 2.0563], [0.1371, -2.7557, 7.1066], [-0.0164, -2.9698, 5.5966], [-0.5901, -4.3073, 5.1128], [0.2143, -5.3297, 5.4493], [-0.6608, -4.2688, 3.7569], [1.1490, -2.7401, 4.9568], [-0.9183, -2.0355, 5.1838], [1.4232, -2.9886, 7.6463], [1.7850, -4.1943, 8.1650], [3.0269, -4.7603, 7.4607], [2.7806, -4.9311, 6.1483], [3.3206, -5.9615, 8.0004], [0.7764, -5.0773, 8.1565], [2.1365, -4.0001, 9.4576], [-0.0315, -1.6893, 7.2483], [-0.6372, -3.2927, 7.6548], [-1.5915, -4.4782, 5.5150], [3.8710, -4.0815, 7.5910], [-2.6785, -4.5654, -0.9649], [-2.6141, -5.9078, -1.7042], [-3.9322, -6.6516, -1.9471], [-4.5024, -7.0037, -0.7798], [-3.6721, -7.7774, -2.6458], [-1.7264, -6.7299, -1.1157], [-2.1528, -5.6097, -2.9578], [-2.3850, -4.5957, 0.4154], [-3.3550, -4.7170, 1.3635], [-3.1027, -5.9203, 2.2789], [-3.0995, -7.0668, 1.5746], [-4.1014, -5.9792, 3.1908], [-4.5880, -4.7506, 0.8356], [-3.2893, -3.6298, 2.1613], [-1.8752, -3.9735, -1.4015], [-3.6190, -4.0529, -1.1692], [-4.6257, -6.0304, -2.5193], [-2.1498, -5.7989, 2.7916], [5.1112, -0.7905, -2.2330], [6.4930, -0.4983, -2.8323], [7.3911, 0.5027, -2.0958], [6.8269, 1.7252, -2.0789], [8.5685, 0.5903, -2.7493], [6.3819, -0.1483, -4.1259], [7.1739, -1.6826, -2.7663], [4.0202, -0.0965, -2.8040], [3.5671, 1.0844, -2.3052], [3.5926, 2.1970, -3.3605], [4.8480, 2.4066, -3.8013], [3.1483, 3.3404, -2.7915], [4.2112, 1.4514, -1.1869], [2.2629, 0.9251, -1.9795], [4.9241, -1.8358, -2.4740], [5.1304, -0.6950, -1.1470], [7.5766, 0.1728, -1.0706], [2.9508, 1.9277, -4.1998], [1.5749, 4.4645, -9.4315], [1.9317, 2.9916, -9.6677], [0.8620, 1.9410, -9.3479], [0.5617, 1.9551, -8.0341], [1.3477, 0.7207, -9.6562], [3.0804, 2.6786, -9.0415], [2.1332, 2.8786, -11.0153], [2.0297, 5.0292, -8.2187], [1.2620, 5.0496, -7.0970], [1.9560, 4.3334, -5.9301], [2.1932, 3.0434, -6.2544], [1.1356, 4.3523, -4.8586], [0.0346, 4.5530, -7.3082], [1.1137, 6.3393, -6.7162], [2.1167, 5.0063, -10.2051], [0.5093, 4.6365, -9.5844], [-0.0444, 2.1223, -9.9307], [2.8978, 4.8275, -5.6871]],
  "forces_ev_per_a": [[0.070, 0.027, 0.181], [-0.142, 0.198, -0.024], [0.075, -0.106, -0.011], [-0.099, 0.272, -0.069], [-0.117, 0.298, -0.226], [0.120, 0.030, 0.111], [0.433, 0.229, 0.282], [-0.511, -0.196, -0.237], [0.141, -0.417, 0.033], [-0.206, 0.105, -0.105], [0.396, -0.022, 0.069], [-0.105, 0.042, 0.077], [0.143, 0.183, -0.047], [-0.008, -0.141, -0.018], [-0.218, 0.157, -0.167], [0.059, -0.045, 0.164], [-0.243, 0.077, -0.001], [0.386, -0.050, -0.176], [0.000, -0.152, 0.220], [0.042, 0.025, -0.021], [0.031, -0.079, -0.103], [-0.052, -0.036, 0.026], [0.030, 0.126, -0.027], [-0.033, -0.052, -0.029], [-0.123, 0.017, -0.018], [-0.032, -0.143, -0.040], [0.109, -0.124, 0.076], [-0.050, -0.064, 0.027], [0.003, -0.051, -0.034], [0.065, -0.033, 0.057], [-0.047, -0.029, -0.079], [-0.074, 0.038, 0.166], [0.037, 0.113, 0.007], [-0.052, -0.065, -0.036], [-0.069, 0.056, 0.056], [-0.014, -0.019, -0.110], [-0.006, 0.009, 0.112], [-0.045, -0.003, -0.097], [-0.100, 0.003, 0.040], [0.023, -0.053, -0.070], [-0.107, -0.053, 0.039], [-0.001, 0.118, 0.025], [0.091, -0.035, 0.075], [-0.001, -0.048, -0.065], [0.037, -0.043, -0.091], [0.009, -0.003, 0.049], [0.146, -0.039, 0.013], [0.065, -0.026, -0.064], [-0.025, -0.031, 0.031], [-0.168, 0.200, 0.310], [0.000, -0.062, -0.079], [-0.039, 0.103, 0.020], [0.053, -0.088, 0.074], [-0.025, 0.004, -0.039], [0.062, 0.025, 0.072], [-0.005, 0.010, -0.040], [0.202, -0.030, -0.479], [0.015, 0.105, 0.159], [0.019, 0.072, 0.043], [-0.008, 0.006, -0.045], [0.030, -0.052, 0.026], [-0.127, -0.185, -0.054], [-0.012, -0.031, 0.113], [-0.006, -0.018, 0.017], [0.006, -0.056, -0.082], [-0.014, 0.017, -0.006], [0.016, 0.009, -0.009], [0.013, 0.433, -0.100], [-0.006, -0.026, 0.063], [0.037, 0.048, -0.053], [-0.036, -0.005, 0.113], [-0.001, -0.033, -0.026], [0.019, -0.010, 0.004], [0.026, -0.003, -0.033], [0.175, -0.540, -0.010], [0.074, 0.176, 0.019], [0.057, -0.030, 0.039], [-0.037, -0.010, -0.062], [-0.032, -0.030, 0.050], [-0.175, -0.079, -0.074], [-0.084, 0.225, 0.101], [-0.029, 0.019, 0.008], [-0.029, -0.095, -0.014], [-0.010, 0.009, 0.002], [0.051, -0.026, -0.024], [-0.173, -0.295, 0.229], [-0.028, 0.060, -0.027], [0.005, -0.080, 0.011], [-0.070, 0.086, 0.014], [0.040, 0.006, -0.013], [0.000, 0.000, -0.025], [0.023, -0.039, -0.014], [0.283, 0.163, -0.384], [-0.134, -0.021, 0.034], [0.016, -0.069, -0.083], [0.035, -0.007, 0.001], [-0.036, 0.068, 0.004], [0.133, 0.093, 0.126], [-0.163, -0.070, 0.127], [-0.007, 0.012, 0.023], [0.070, 0.069, -0.025], [-0.004, 0.000, 0.013], [-0.018, 0.001, -0.014], [-0.116, 0.314, -0.239], [0.009, -0.003, 0.066], [0.015, 0.028, -0.063], [-0.049, -0.004, 0.056], [0.001, -0.041, -0.008], [0.024, -0.007, -0.010], [0.024, -0.013, -0.037], [0.310, -0.371, 0.083], [0.021, 0.180, -0.002], [0.032, 0.048, -0.013], [0.038, -0.001, 0.030], [-0.031, 0.002, 0.055], [-0.194, -0.116, 0.026], [-0.072, 0.078, 0.026], [-0.024, 0.006, 0.011], [0.003, -0.095, 0.023], [-0.012, 0.003, 0.002], [0.008, 0.004, 0.017]],
  "s2": 0.754,
  "total_energy_ev": -138706.73104,
  "charge": 0,
  "lumo_energy_ev": [0.3, 0.3],
  "multiplicity": 2,
  "homo_lumo_gap_ha": [0.2980, 0.3472],
  "homo_energy_ha": [-0.2854, -0.3347]
}

---

No. 4
{
  "formula": "C13H26OP2Re",
  "method": "wB97M-V/def2-TZVPD",
  "elements": ["Re", "H", "H", "P", "P", "C", "H", "H", "H", "C", "H", "H", "H", "C", "H", "H", "H", "C", "H", "H", "H", "C", "H", "H", "H", "C", "H", "H", "H", "C", "O", "H", "C", "C", "C", "C", "C", "C", "H", "H", "H", "H", "H"],
  "coordinates": [[0.7032, -0.1689, -0.2313], [-2.7217, -3.7574, 0.4953], [-3.0849, 2.7596, -1.6894], [-0.1576, -2.1752, -0.7111], [-0.1010, 1.8068, -1.0528], [1.3853, 2.9085, -0.9531], [1.0223, 3.9022, -1.2350], [1.7636, 2.8831, 0.0976], [2.1400, 2.5078, -1.6529], [-0.5773, 2.0064, -2.8861], [-1.5734, 1.5856, -3.1067], [-0.5608, 3.0584, -3.2308], [0.1745, 1.4624, -3.4757], [-1.4517, 2.9311, -0.4724], [-1.5821, 2.9378, 0.6051], [-1.3097, 4.0021, -0.7329], [-2.7474, 2.6782, -0.8489], [-0.3186, -2.5010, -2.5018], [-0.3103, -3.5986, -2.5641], [-1.2584, -2.0592, -2.8756], [0.5424, -2.0879, -3.0371], [1.2239, -3.2896, -0.3109], [1.3330, -3.3656, 0.7816], [0.8913, -4.2238, -0.7807], [2.1231, -2.8994, -0.8043], [-1.7346, -3.5138, -0.1405], [-2.5216, -2.9674, -0.7206], [-1.4534, -4.3728, -0.7503], [-1.5171, -3.6415, 0.9882], [2.6176, -0.1292, -0.4995], [3.7904, -0.1326, -0.6990], [0.6036, -0.1473, -1.8834], [0.5846, 0.8565, 4.5125], [0.4348, -0.4357, 3.9947], [0.2818, -0.6530, 2.6214], [0.3232, 0.4633, 1.7538], [0.3809, 1.7680, 2.2671], [0.5340, 1.9451, 3.6381], [0.7089, 1.0133, 5.5802], [0.4247, -1.2853, 4.6740], [0.1071, -1.6447, 2.2199], [0.2880, 2.6157, 1.5913], [0.5991, 2.9581, 4.0266]],
  "forces_ev_per_a": [[0.940, -0.852, 4.282], [0.601, -0.449, -0.907], [-0.847, -0.145, 0.083], [-0.176, -0.707, -1.853], [-0.948, 3.866, -3.001], [-0.210, -0.586, 0.498], [0.440, -0.065, 0.053], [-0.100, 0.245, -0.948], [-0.253, 0.405, 0.323], [0.649, -0.777, 0.266], [0.419, 0.112, 0.263], [-0.013, -0.410, 0.617], [-0.257, 0.115, 0.049], [0.770, 0.060, 1.899], [-0.238, -0.243, 0.230], [0.119, -0.875, -0.443], [0.756, 0.009, -0.890], [-0.838, -0.755, 0.490], [-0.214, 0.271, -0.650], [0.445, -0.300, -0.046], [-0.181, -0.075, 0.268], [-0.641, -0.141, 0.313], [0.262, -0.231, -0.456], [0.639, -0.170, 0.361], [-0.149, -0.307, 0.189], [-1.357, -0.827, 0.721], [0.638, 0.586, 0.631], [-0.258, -0.306, 0.595], [0.409, 0.908, -1.200], [5.645, 0.952, -1.892], [-5.249, -0.176, 1.128], [-0.310, 0.235, -0.129], [-0.125, -0.399, -0.717], [0.287, -0.114, 0.198], [-0.003, 0.839, -0.162], [-0.767, 0.732, -0.888], [0.015, -0.550, 0.500], [0.023, 0.466, -0.116], [-0.079, -0.057, -0.188], [-0.008, 0.132, -0.130], [-0.016, -0.158, 0.210], [0.156, -0.086, 0.417], [0.026, -0.171, 0.028]],
  "s2": 3.774,
  "total_energy_ev": -36632.44047,
  "charge": 2,
  "lumo_energy_ev": [-8.4, -9.3],
  "multiplicity": 4,
  "homo_lumo_gap_ha": [0.2028, 0.2173],
  "homo_energy_ha": [-0.5099, -0.5605]
}

---

| no. | largest force on an atom (eV/Å) |
| --- | --- |
| 1 | 5.7 |
| 2 | 3.6 |
| 3 | 0.6 |
| 4 | 6.0 |